{
  "formula": "C5H10O",
  "method": "ωB97M-V/def2-TZVPD",
  "e_above_lowest_kcal_mol": 101.32,
  "mol_weight_g_mol": 86.13,
  "spin_multiplicity": 1,
  "gap_ev": 8.507,
  "species": ["O", "C", "C", "C", "C", "C", "H", "H", "H", "H", "H", "H", "H", "H", "H", "H"],
  "coordinates": [[-2.415, -0.526, 0.231], [-1.259, -0.017, 0.860], [-0.164, 0.406, -0.124], [1.030, 1.025, 0.608], [1.393, -0.231, -1.789], [0.294, -0.814, -0.985], [-2.206, -1.397, -0.125], [-1.590, 0.866, 1.418], [-0.852, -0.734, 1.593], [-0.594, 1.146, -0.806], [1.530, 0.284, 1.245], [0.731, 1.871, 1.234], [1.766, 1.399, -0.115], [2.346, -0.541, -1.307], [0.540, -1.650, -0.310], [-0.550, -1.088, -1.628]],
  "atomic_forces_ev_per_a": [[0.00, -0.22, -0.09], [0.25, 0.15, 0.17], [-0.05, 0.16, 0.03], [0.05, 0.01, 0.01], [-0.10, -0.23, 0.23], [0.05, -0.10, -0.12], [-0.10, 0.09, 0.03], [0.10, -0.09, -0.08], [-0.05, 0.09, -0.15], [0.07, -0.09, 0.07], [-0.08, 0.10, -0.07], [-0.04, -0.10, -0.04], [-0.08, -0.01, 0.15], [-0.12, 0.06, -0.09], [0.02, 0.12, -0.07], [0.05, 0.07, 0.04]],
  "nbo_charge": [-0.707, -0.053, -0.210, -0.621, 0.010, -0.597, 0.464, 0.186, 0.156, 0.223, 0.206, 0.219, 0.224, 0.086, 0.184, 0.230]
}